Record 1
Entry from OMol25: a molecular structure, C20H35F6O9SSiTl at a distorted geometry (ωB97M-V/def2-TZVPD).

Geometry (Å):
Tl1 2.80 0.71 -1.46
O1 5.10 3.90 1.70
C1 4.20 3.10 1.13
O2 3.68 3.33 0.07
C2 3.85 1.93 2.04
O3 3.38 0.79 1.33
C3 4.19 -0.31 1.38
C4 5.64 0.02 0.53
O4 6.58 -0.41 1.16
O5 5.40 0.63 -0.50
H1 5.29 4.64 1.12
H2 4.72 1.69 2.65
H3 3.04 2.28 2.68
H4 4.50 -0.58 2.39
H5 3.72 -1.13 0.81
C5 -1.80 2.42 2.79
C6 -2.09 0.92 2.89
C7 -0.91 0.17 3.51
C8 -3.35 0.69 3.72
O6 -2.37 0.37 1.59
Si1 -1.74 0.58 0.10
S1 0.41 0.58 0.29
O7 -2.05 2.00 -0.59
C9 -3.21 2.51 -1.26
C10 -4.48 1.96 -0.62
C11 -3.13 2.11 -2.73
C12 -3.15 4.03 -1.11
O8 -2.27 -0.59 -0.87
C13 -2.44 -2.01 -0.77
C14 -1.23 -2.64 -0.10
C15 -3.71 -2.28 0.05
C16 -2.60 -2.52 -2.19
H6 -1.67 2.84 3.79
H7 -2.63 2.93 2.29
H8 -0.89 2.59 2.21
H9 -0.69 0.56 4.50
H10 -0.03 0.29 2.88
H11 -1.14 -0.89 3.59
H12 -3.20 1.10 4.72
H13 -3.55 -0.38 3.81
H14 -4.21 1.17 3.26
H15 -4.52 0.87 -0.75
H16 -5.37 2.40 -1.09
H17 -4.50 2.18 0.44
H18 -3.05 1.02 -2.80
H19 -2.24 2.54 -3.19
H20 -4.01 2.44 -3.28
H21 -3.20 4.30 -0.06
H22 -3.99 4.50 -1.64
H23 -2.22 4.40 -1.53
H24 -1.12 -2.27 0.93
H25 -0.32 -2.39 -0.64
H26 -1.33 -3.72 -0.07
H27 -3.62 -1.80 1.02
H28 -3.85 -3.35 0.18
H29 -4.58 -1.87 -0.46
H30 -1.68 -2.33 -2.75
H31 -3.42 -2.01 -2.69
H32 -2.79 -3.60 -2.18
C17 3.30 -4.05 -1.42
C18 3.28 -2.60 -1.94
O9 2.90 -1.70 -1.00
C19 2.31 -2.56 -3.15
F1 1.06 -2.88 -2.75
F2 2.22 -1.32 -3.71
F3 2.63 -3.41 -4.15
C20 4.72 -2.27 -2.44
F4 4.82 -1.02 -2.94
F5 5.18 -3.10 -3.40
F6 5.59 -2.34 -1.41
H33 2.28 -4.32 -1.13
H34 3.95 -4.11 -0.55
H35 3.65 -4.73 -2.19

## Properties
- orbital gap (alpha / beta) (eV) = 5.4 / 6.0
- E_HOMO (alpha / beta) (Eh) = -0.31581 / -0.31721
- LUMO energy (alpha / beta) (eV) = -3.24 / -2.64
- electronic energy (eV) = -79450.772
- multiplicity = 1


Record 2
Entry from OMol25: 2 unconnected molecules or ions with the total composition H5N3O at a distorted geometry (ωB97M-V/def2-TZVPD).

Geometry (Å):
H1 0.10 -1.36 -0.47
N1 -0.64 -1.97 0.06
N2 -1.82 -1.74 -0.10
H2 -2.42 -2.15 0.65
N3 0.83 1.69 0.37
O1 1.22 0.90 -0.74
H3 0.38 0.99 1.01
H4 0.21 2.50 0.05
H5 2.15 1.14 -0.82

## Properties
- orbital gap (eV) = 9.7
- ΔE to the lowest compared entry with this formula, charge and spin (kcal per mole) = 35.34
- E_HOMO (Eh) = -0.31876
- structure (SMILES) = [H]/N=N/[H].NO
- LUMO energy (eV) = 1.03
- electronic energy (eV) = -6594.964
- multiplicity = 1


Record 3
Entry from OMol25: C5H8O2 in the gas phase (ωB97M-V/def2-TZVPD).

Geometry (Å):
C1 1.71 -0.74 0.81
C2 0.62 -0.35 -0.15
C3 0.66 -0.49 -1.49
C4 -0.66 0.12 0.32
O1 -1.02 -0.28 1.51
C5 -1.53 1.11 -0.42
O2 -1.37 1.39 -1.66
H1 2.64 -0.92 0.26
H2 1.46 -1.65 1.37
H3 1.89 0.05 1.54
H4 -0.16 -0.09 -2.08
H5 1.49 -1.00 -1.97
H6 -1.94 0.02 1.68
H7 -2.58 0.89 -0.05
H8 -1.20 1.93 0.34

## Properties
- orbital gap (eV) = 7.5
- ΔE to the lowest compared entry with this formula, charge and spin (kcal per mole) = 82.50
- E_HOMO (Eh) = -0.29424
- LUMO energy (eV) = -0.53
- electronic energy (eV) = -9406.255
- multiplicity = 1


Record 4
Entry from OMol25: a molecular structure, C34H26AsBr2NSTl (ωB97M-V/def2-TZVPD).

Geometry (Å):
Tl1 0.62 1.09 -0.33
C1 -0.02 -4.35 1.82
C2 0.24 -4.78 0.53
C3 -0.03 -3.94 -0.54
C4 -0.52 -2.64 -0.37
C5 -0.71 -2.19 0.95
C6 -0.46 -3.05 2.02
C7 -0.84 -1.96 -1.66
C8 -1.56 -2.75 -2.59
C9 -1.78 -2.29 -3.85
C10 -1.30 -1.02 -4.22
C11 -1.47 -0.50 -5.52
C12 -0.99 0.73 -5.85
C13 -0.38 1.52 -4.85
C14 -0.22 1.05 -3.58
C15 -0.64 -0.26 -3.22
N1 -0.41 -0.75 -1.96
H1 0.15 -5.00 2.66
H2 0.63 -5.77 0.35
H3 0.18 -4.28 -1.54
H4 -0.62 -2.68 3.02
H5 -1.94 -3.71 -2.27
H6 -2.32 -2.89 -4.58
H7 -1.99 -1.11 -6.25
H8 -1.09 1.11 -6.85
H9 -0.02 2.51 -5.10
H10 0.23 1.70 -2.84
S1 -1.08 -0.51 1.49
C16 -2.86 -0.35 1.72
C17 -3.41 -1.05 2.80
C18 -4.74 -0.88 3.13
C19 -5.53 -0.01 2.39
C20 -4.99 0.67 1.32
C21 -3.65 0.54 0.97
As1 -2.98 1.44 -0.62
C22 -3.72 3.24 -0.47
C23 -3.54 4.08 -1.57
C24 -3.88 5.41 -1.52
C25 -4.40 5.95 -0.34
C26 -4.57 5.13 0.77
C27 -4.23 3.79 0.71
C28 -4.28 0.56 -1.82
C29 -4.79 1.18 -2.95
C30 -5.64 0.50 -3.81
C31 -6.00 -0.81 -3.54
C32 -5.51 -1.44 -2.40
C33 -4.65 -0.76 -1.56
H11 -2.78 -1.71 3.37
H12 -5.15 -1.41 3.98
H13 -6.57 0.14 2.66
H14 -5.62 1.32 0.73
H15 -3.09 3.67 -2.47
H16 -3.74 6.05 -2.38
H17 -4.65 7.00 -0.28
H18 -4.96 5.54 1.69
H19 -4.34 3.17 1.59
H20 -4.54 2.22 -3.16
H21 -6.03 1.00 -4.68
H22 -6.68 -1.34 -4.20
H23 -5.80 -2.45 -2.18
H24 -4.28 -1.26 -0.67
Br1 3.10 0.06 -2.64
C34 3.97 -0.81 -1.15
Br2 2.71 -1.46 0.17
H25 4.63 -0.09 -0.68
H26 4.52 -1.66 -1.54

## Properties
- orbital gap (eV) = 7.9
- ΔE to the lowest compared entry with this formula, charge and spin (kcal per mole) = 0.00
- E_HOMO (Eh) = -0.39594
- charge = +1
- LUMO energy (eV) = -2.83
- electronic energy (eV) = -253617.807
- multiplicity = 1